1 | # C2H8NOS

A cluster of 2 separate species, C2H8NOS in total (ωB97M-V/def2-TZVPD, the OMol25 dataset).

The orbital gap comes out at 6.823 eV. Its total charge is -1. As for the LUMO energy: 4.2 eV.

Structure (XYZ):
```
13
C2H8NOS, DFT ωB97M-V/def2-TZVPD
C 0.170 2.110 0.961
S -1.527 1.403 0.835
H 0.861 1.423 1.464
H 0.540 2.350 -0.033
H 0.145 3.011 1.576
N -0.242 -1.716 0.334
C 0.454 -1.526 -0.898
O -0.279 -0.758 -1.863
H -0.219 -0.812 0.799
H -1.213 -1.972 0.230
H 1.367 -0.965 -0.677
H 0.681 -2.480 -1.379
H -0.736 -0.067 -1.349
```

=====

2 | # C2H8NOS

A cluster of 2 separate species, C2H8NOS in total (ωB97M-V/def2-TZVPD, the OMol25 dataset).

The orbital gap comes out at 6.627 eV. Its total charge is -1. As for the LUMO energy: 4.1 eV.

Structure (XYZ):
```
13
C2H8NOS, DFT ωB97M-V/def2-TZVPD
C -0.263 -0.087 -2.155
S 0.619 1.269 -1.257
H -0.926 -0.432 -1.394
H -0.483 0.314 -3.183
H 0.544 -0.878 -2.229
N 0.078 -1.901 1.551
C -0.804 -0.700 1.611
O -0.086 0.466 1.601
H 0.796 -1.735 0.837
H -0.547 -2.637 1.585
H -1.482 -0.737 0.762
H -1.383 -0.675 2.612
H 0.123 0.774 0.713
```

=====

What should be chosen as the least stable of them? Choose 2.

=====

1 | # C6H7BrO

A cluster of 2 separate species, C6H7BrO in total (ωB97M-V/def2-TZVPD, the OMol25 dataset).

The orbital gap (alpha / beta) comes out at 7.272 / 7.802 eV. Its total charge is 0. As for the LUMO energy (alpha / beta): 0.1 / -0.3 eV.

Structure (XYZ):
```
15
C6H7BrO, DFT ωB97M-V/def2-TZVPD
C -1.070 1.951 -0.634
C -0.513 0.784 -1.145
C -1.290 1.779 0.696
C -0.702 -0.186 -0.165
C -0.537 -1.531 0.136
C 2.279 -1.455 0.394
O -1.051 0.491 1.024
Br 2.577 0.254 -0.245
H -1.240 2.868 -1.233
H -0.055 0.600 -2.179
H -1.949 2.212 1.374
H -0.413 -2.296 -0.595
H -0.875 -1.766 1.131
H 2.030 -1.476 1.476
H 2.810 -2.230 -0.034
```

=====

2 | # C6H7BrO

A cluster of 2 separate species, C6H7BrO in total (ωB97M-V/def2-TZVPD, the OMol25 dataset).

The orbital gap (alpha / beta) comes out at 7.696 / 7.696 eV. Its total charge is 0. As for the LUMO energy (alpha / beta): 0.1 / 0.1 eV.

Structure (XYZ):
```
15
C6H7BrO, DFT ωB97M-V/def2-TZVPD
C -2.044 -1.076 -0.362
C -1.247 -0.369 0.587
C -1.590 -0.606 -1.609
C -0.373 0.447 -0.082
C 0.703 1.384 0.206
C 2.426 -0.038 0.714
O -0.613 0.250 -1.442
Br 2.061 -1.025 2.247
H -2.842 -1.764 -0.408
H -1.155 -0.490 1.610
H -1.906 -0.864 -2.570
H 0.525 1.951 1.128
H 1.016 1.920 -0.725
H 1.922 -0.441 -0.190
H 3.116 0.720 0.897
```

=====

What should be chosen as the least stable of them? Choose 1.

=====

1 | # C44H65F4N2O4PS2SeTa

A structure of composition C44H65F4N2O4PS2SeTa (ωB97M-V/def2-TZVPD, the OMol25 dataset).

The orbital gap (alpha / beta) comes out at 7.109 / 7.973 eV. Its spin multiplicity is 2. Its total charge is 0. As for the LUMO energy (alpha / beta): 0.0 / 0.1 eV.

Structure (XYZ):
```
124
C44H65F4N2O4PS2SeTa, DFT ωB97M-V/def2-TZVPD
Ta 0.654 -0.134 0.424
C 3.926 -2.771 0.244
C 2.799 -3.784 0.174
N 1.444 -3.208 0.134
C 0.498 -4.076 0.851
C 0.297 -5.468 0.254
C 1.039 -2.928 -1.242
C -0.407 -2.474 -1.347
N -0.735 -1.505 -0.301
C -2.073 -1.288 -0.021
C -2.391 -0.667 1.189
F -1.331 -0.344 1.997
C -3.667 -0.373 1.602
F -3.845 0.224 2.787
C -4.748 -0.700 0.807
C -4.471 -1.311 -0.398
F -5.480 -1.629 -1.222
C -3.182 -1.599 -0.820
F -3.040 -2.151 -2.038
H 4.033 -2.225 -0.695
H 4.869 -3.283 0.437
H 3.756 -2.044 1.039
H 2.855 -4.449 1.037
H 2.952 -4.418 -0.711
H -0.462 -3.561 0.913
H 0.864 -4.168 1.875
H -0.078 -5.421 -0.769
H -0.433 -6.023 0.844
H 1.223 -6.043 0.244
H 1.140 -3.814 -1.889
H 1.707 -2.163 -1.650
H -1.062 -3.344 -1.240
H -0.564 -2.056 -2.345
H -5.760 -0.472 1.103
C 6.131 3.365 4.400
C 5.839 1.934 4.852
C 5.630 1.939 6.372
C 7.053 1.060 4.509
C 4.606 1.357 4.159
C 3.872 2.060 3.213
C 2.816 1.444 2.561
Se 1.682 2.428 1.367
C 2.501 2.117 -0.400
C 3.679 2.993 -0.654
C 4.363 3.126 -1.794
C 4.184 2.363 -3.045
C 3.276 1.520 -3.572
C 1.956 1.215 -2.921
O 1.290 0.269 -3.279
C 3.624 0.713 -4.836
C 4.897 1.216 -5.522
C 3.865 -0.747 -4.413
C 2.503 0.771 -5.884
C 5.555 4.102 -1.860
C 5.398 5.047 -3.062
C 5.673 4.979 -0.612
C 6.861 3.302 -1.993
C 2.454 0.127 2.853
O 1.517 -0.450 2.062
C 3.087 -0.570 3.884
C 4.174 0.071 4.474
C 2.684 -1.973 4.355
C 1.176 -2.228 4.231
C 3.045 -2.165 5.837
C 3.443 -3.012 3.522
H 7.026 3.729 4.905
H 5.311 4.041 4.648
H 6.310 3.419 3.326
H 6.494 2.385 6.868
H 5.503 0.931 6.766
H 4.745 2.519 6.638
H 7.952 1.457 4.984
H 7.216 1.032 3.430
H 6.914 0.034 4.853
H 4.103 3.087 2.969
H 3.967 3.611 0.185
H 5.054 2.483 -3.670
H 5.792 1.044 -4.921
H 4.836 2.279 -5.765
H 5.027 0.669 -6.457
H 4.668 -0.802 -3.675
H 4.157 -1.340 -5.283
H 2.967 -1.184 -3.983
H 2.340 1.797 -6.219
H 1.567 0.371 -5.505
H 2.797 0.181 -6.754
H 4.485 5.638 -2.968
H 5.356 4.518 -4.014
H 6.245 5.733 -3.106
H 4.759 5.546 -0.430
H 6.488 5.689 -0.753
H 5.903 4.393 0.280
H 6.912 2.741 -2.926
H 6.958 2.594 -1.168
H 7.718 3.979 -1.970
H 4.720 -0.470 5.234
H 0.606 -1.488 4.797
H 0.952 -3.213 4.644
H 0.832 -2.207 3.202
H 2.673 -1.339 6.446
H 4.119 -2.255 5.999
H 2.588 -3.087 6.198
H 3.165 -2.941 2.469
H 3.212 -4.020 3.873
H 4.522 -2.860 3.597
C 1.478 6.060 -2.300
C 0.570 5.250 -1.399
O 1.193 4.028 -1.005
P 1.132 2.544 -1.740
S 2.878 0.352 -0.516
S -0.520 1.526 -1.003
O 0.535 3.288 -3.096
C -0.305 2.738 -4.113
C -0.192 3.631 -5.329
H 0.974 6.971 -2.626
H 1.750 5.479 -3.180
H 2.390 6.341 -1.771
H -0.391 5.053 -1.871
H 0.390 5.781 -0.462
H -1.331 2.723 -3.733
H -0.031 1.712 -4.348
H -0.435 4.662 -5.069
H -0.882 3.298 -6.105
H 0.821 3.610 -5.731
```

=====

2 | # C44H65F4N2O4PS2SeTa

A structure of composition C44H65F4N2O4PS2SeTa (ωB97M-V/def2-TZVPD, the OMol25 dataset).

The orbital gap (alpha / beta) comes out at 7.195 / 7.506 eV. Its spin multiplicity is 2. Its total charge is 0. As for the LUMO energy (alpha / beta): -0.4 / -0.2 eV.

Structure (XYZ):
```
124
C44H65F4N2O4PS2SeTa, DFT ωB97M-V/def2-TZVPD
Ta 1.209 1.308 -0.103
C 2.772 3.241 3.588
C 1.632 3.824 2.767
N 1.839 3.834 1.314
C 3.045 4.547 0.882
C 3.137 6.033 1.245
C 0.613 4.331 0.695
C 0.568 4.257 -0.829
N 0.970 2.972 -1.416
C 0.948 2.980 -2.777
C 1.498 1.894 -3.496
F 2.034 0.860 -2.779
C 1.564 1.784 -4.867
F 2.116 0.680 -5.394
C 1.079 2.785 -5.687
C 0.528 3.875 -5.036
F 0.031 4.880 -5.774
C 0.445 3.982 -3.656
F -0.173 5.105 -3.215
H 2.493 3.282 4.639
H 2.954 2.203 3.325
H 3.699 3.795 3.468
H 0.745 3.210 2.948
H 1.414 4.842 3.130
H 3.903 4.023 1.306
H 3.116 4.437 -0.203
H 3.152 6.186 2.322
H 4.063 6.430 0.836
H 2.314 6.605 0.821
H -0.198 3.720 1.093
H 0.409 5.377 0.975
H -0.473 4.473 -1.102
H 1.206 5.042 -1.253
H 1.133 2.726 -6.759
C -5.778 -2.038 -1.915
C -5.842 -0.520 -1.697
C -5.996 0.191 -3.050
C -7.085 -0.217 -0.854
C -4.551 -0.048 -1.042
C -3.332 -0.321 -1.642
C -2.163 0.170 -1.091
Se -0.451 -0.321 -1.845
C -0.125 -1.828 -0.667
C -0.529 -3.098 -1.005
C -0.296 -4.154 -0.128
C 0.275 -3.855 1.100
C 0.696 -2.582 1.475
C 0.552 -1.549 0.535
O 1.025 -0.329 0.670
C 1.281 -2.380 2.870
C 0.275 -2.922 3.898
C 2.599 -3.161 2.989
C 1.550 -0.911 3.211
C -0.641 -5.566 -0.569
C -2.139 -5.659 -0.885
C -0.300 -6.609 0.495
C 0.176 -5.872 -1.833
C -2.123 1.000 0.044
O -1.015 1.595 0.421
C -3.355 1.151 0.737
C -4.511 0.646 0.164
C -3.388 1.852 2.091
C -2.346 1.205 3.017
C -4.748 1.749 2.794
C -3.079 3.340 1.890
H -6.707 -2.391 -2.358
H -4.961 -2.311 -2.576
H -5.634 -2.546 -0.964
H -6.886 -0.165 -3.566
H -6.093 1.264 -2.904
H -5.137 0.011 -3.690
H -7.974 -0.524 -1.401
H -7.061 -0.764 0.086
H -7.173 0.846 -0.646
H -3.264 -0.922 -2.537
H -1.024 -3.244 -1.954
H 0.418 -4.654 1.806
H 0.156 -3.998 3.805
H 0.620 -2.708 4.907
H -0.696 -2.454 3.760
H 2.437 -4.222 2.809
H 3.329 -2.800 2.268
H 3.016 -3.044 3.988
H 0.651 -0.310 3.086
H 1.880 -0.820 4.244
H 2.334 -0.498 2.580
H -2.728 -5.395 -0.009
H -2.413 -4.989 -1.696
H -2.393 -6.674 -1.181
H -0.856 -6.432 1.412
H -0.562 -7.599 0.132
H 0.765 -6.603 0.713
H -0.109 -5.218 -2.653
H 1.237 -5.729 -1.636
H 0.018 -6.901 -2.145
H -5.436 0.799 0.688
H -2.599 0.160 3.191
H -1.353 1.254 2.577
H -2.327 1.717 3.978
H -5.013 0.714 3.000
H -4.690 2.281 3.743
H -5.539 2.211 2.208
H -2.163 3.461 1.323
H -3.888 3.820 1.344
H -2.965 3.835 2.851
C 3.024 -2.057 -2.998
C 4.105 -1.089 -2.549
O 3.693 -0.454 -1.332
P 4.498 0.889 -0.843
S 4.662 2.303 -2.174
S 3.543 1.205 0.930
O 5.978 0.377 -0.480
C 6.335 -0.414 0.654
C 5.978 -1.878 0.468
H 3.421 -2.678 -3.797
H 2.150 -1.526 -3.368
H 2.719 -2.691 -2.166
H 4.285 -0.323 -3.313
H 5.042 -1.624 -2.360
H 5.840 -0.004 1.543
H 7.417 -0.286 0.755
H 4.908 -1.965 0.297
H 6.252 -2.441 1.357
H 6.510 -2.285 -0.389
```

=====

What should be chosen as the least stable of them? Choose 1.

=====

1 | # CH3BrI2Si

An isolated molecule of CH3BrI2Si (ωB97M-V/def2-TZVPD, the OMol25 dataset).

The orbital gap comes out at 9.309 eV. Its total charge is 0. As for the LUMO energy: -0.4 eV.

Structure (XYZ):
```
8
CH3BrI2Si, DFT ωB97M-V/def2-TZVPD
C 0.214 1.220 -0.017
Si -0.155 -1.011 0.042
Br -0.278 -1.826 -2.018
I 1.852 -1.906 0.940
I -2.239 -1.264 1.298
H -0.483 1.552 -0.667
H -0.136 1.606 0.843
H 1.224 1.629 -0.422
```

=====

2 | # CH3BrI2Si

A cluster of 2 separate species, CH3BrI2Si in total (ωB97M-V/def2-TZVPD, the OMol25 dataset).

The orbital gap (alpha / beta) comes out at 8.786 / 6.037 eV. Its total charge is 0. As for the LUMO energy (alpha / beta): 0.0 / -2.8 eV.

Structure (XYZ):
```
8
CH3BrI2Si, DFT ωB97M-V/def2-TZVPD
C 1.255 -1.592 1.210
Si -1.431 1.871 -1.759
Br -1.904 -0.425 -1.973
I 0.985 1.986 -1.383
I -2.590 2.581 0.255
H 0.644 -1.723 0.353
H 1.471 -2.197 2.117
H 1.570 -0.502 1.179
```

=====

What should be chosen as the least stable of them? Choose 2.

=====

1 | # C2H6N5

The ion C2H6N5 with charge +1 (ωB97M-V/def2-TZVPD, the OMol25 dataset).

The orbital gap (alpha / beta) comes out at 7.376 / 7.347 eV. Its total charge is +1. As for the LUMO energy (alpha / beta): -4.1 / -4.1 eV.

Structure (XYZ):
```
13
C2H6N5, DFT ωB97M-V/def2-TZVPD
C 1.576 -0.633 0.567
C -0.231 -1.989 -0.258
N 0.775 -1.657 0.334
N 1.052 0.646 0.435
N -0.019 0.972 -0.185
N -1.192 -2.513 -0.846
N -0.297 2.214 -0.056
H 2.368 -0.852 1.207
H 1.575 1.395 0.815
H -1.158 -2.737 -1.834
H -2.101 -2.659 -0.489
H 0.282 2.710 0.503
H -1.025 2.472 -0.629
```

=====

2 | # C2H6N5

The ion C2H6N5 with charge +1 (ωB97M-V/def2-TZVPD, the OMol25 dataset).

The orbital gap comes out at 9.629 eV. Its total charge is +1. As for the LUMO energy: -5.3 eV.

Structure (XYZ):
```
13
C2H6N5, DFT ωB97M-V/def2-TZVPD
C 0.760 -0.133 -0.011
C 0.105 1.248 0.000
N -1.289 1.044 -0.052
N -1.792 -0.025 -0.018
N -2.842 -0.548 0.101
N -0.084 -1.083 -0.081
N 2.083 -0.187 0.059
H 0.366 1.801 0.909
H 0.416 1.844 -0.864
H -3.112 -1.483 -0.153
H 0.181 -2.052 -0.069
H 2.640 0.648 0.127
H 2.567 -1.072 0.052
```

=====

What should be chosen as the least stable of them? Choose 1.